Entry 1:
One molecule with the formula C36H46N2O4. Source: OMol25; level of theory: the ωB97M-V functional and the def2-TZVPD basis.

Results
- relative energy (zero: lowest compared OMol25 entry of this formula, charge and spin) (kJ/mol) = 0.0
- E_tot (eV) = -49249.1497
- SMILES string = CCOC(=O)C(C(=O)OCC)(C1CCCCC1)C(c1cc2c3c(c1)CCN3CCC2)c1cc2c3c(c1)CCN3CCC2
- total charge = 0

Each line ends with the Mulliken charge.
CARTESIAN COORDINATES (ANGSTROEM)
C  1.36  3.27  3.94  -1.290
C  1.72  1.85  3.69  -0.240
O  1.17  1.46  2.41  0.040
C  1.35  0.15  2.25  -0.789
C  0.50  -0.58  1.17  2.955
C  0.37  -2.06  1.61  0.056
C  1.73  -2.73  1.73  -1.373
C  1.58  -4.23  1.92  -0.601
C  0.67  -4.57  3.10  -0.831
C  -0.65  -3.79  3.07  -0.839
C  -0.45  -2.29  2.86  -0.688
C  -0.96  -0.05  1.07  -0.681
O  -1.88  -0.77  0.70  -0.571
O  -1.15  1.22  1.43  -0.261
C  -2.47  1.80  1.12  -0.069
C  -2.36  3.21  1.63  -1.251
O  2.16  -0.43  2.98  -0.678
H  1.81  3.54  4.89  0.447
H  1.74  3.93  3.16  0.295
H  0.28  3.40  4.04  0.227
H  2.80  1.68  3.67  0.304
H  1.27  1.20  4.45  0.315
H  -0.20  -2.54  0.81  0.055
H  2.41  -2.55  0.89  0.418
H  2.23  -2.29  2.60  0.727
H  1.16  -4.66  0.99  0.062
H  2.58  -4.67  2.06  0.404
H  0.48  -5.65  3.13  0.412
H  1.20  -4.31  4.03  0.352
H  -1.28  -4.18  2.25  0.274
H  -1.20  -3.95  4.00  0.476
H  0.08  -1.83  3.71  0.385
H  -1.42  -1.81  2.76  0.332
H  -2.63  1.77  0.03  0.163
H  -3.24  1.20  1.62  0.420
H  -3.20  3.82  1.28  0.410
H  -2.38  3.21  2.73  0.319
H  -1.42  3.68  1.29  0.205
C  -4.09  -2.15  -2.88  -0.764
C  -3.73  -3.63  -3.08  -0.712
N  -2.47  -3.94  -2.46  0.053
C  -1.99  -5.29  -2.21  -0.892
C  -0.57  -5.08  -1.62  -0.409
C  -0.38  -3.60  -1.65  0.598
C  0.61  -2.75  -1.19  -0.534
C  0.35  -1.34  -1.17  -0.651
C  1.13  -0.48  -0.17  -0.178
C  1.34  0.98  -0.58  0.842
C  2.67  1.42  -0.69  -0.583
C  2.90  2.73  -1.10  0.371
C  1.80  3.54  -1.43  0.125
N  2.18  4.81  -1.69  -0.042
C  1.23  5.88  -1.74  -0.724
C  -0.09  5.39  -2.34  -0.909
C  -0.62  4.08  -1.71  -0.253
C  0.47  3.13  -1.33  -1.393
C  0.27  1.82  -0.89  -1.040
C  3.60  4.99  -1.46  -0.828
C  4.13  3.54  -1.25  -0.749
C  -0.63  -0.83  -2.03  -0.969
C  -1.66  -1.65  -2.48  0.129
C  -1.52  -3.02  -2.24  -0.036
C  -2.91  -1.20  -3.16  -0.686
H  -4.92  -1.91  -3.55  0.396
H  -4.42  -2.00  -1.85  0.266
H  -4.49  -4.29  -2.64  0.400
H  -3.68  -3.86  -4.16  0.290
H  -2.66  -5.82  -1.52  0.422
H  -1.95  -5.88  -3.14  0.328
H  -0.51  -5.49  -0.60  0.109
H  0.19  -5.60  -2.22  0.245
H  1.54  -3.18  -0.81  0.637
H  2.13  -0.92  -0.08  1.204
H  3.50  0.76  -0.47  0.509
H  1.04  6.27  -0.72  0.313
H  1.66  6.70  -2.33  0.420
H  -0.84  6.18  -2.24  0.418
H  0.06  5.21  -3.40  0.330
H  -1.22  4.32  -0.82  0.061
H  -1.30  3.60  -2.42  0.335
H  -0.75  1.45  -0.85  0.903
H  4.08  5.49  -2.31  0.326
H  3.77  5.61  -0.56  0.365
H  4.76  3.47  -0.35  0.321
H  4.73  3.22  -2.11  0.273
H  -0.63  0.21  -2.38  0.859
H  -2.74  -1.13  -4.25  0.304
H  -3.17  -0.19  -2.81  0.310

Entry 2:
C36H47ClN4NiOS as an isolated structure. Source: OMol25; level of theory: the ωB97M-V functional and the def2-TZVPD basis.

Results
- E_tot (eV) = -110462.8093
- total charge = +2

Each line ends with the Mulliken charge.
CARTESIAN COORDINATES (ANGSTROEM)
Ni  0.54  0.34  -0.80  0.723
C  1.59  -0.55  5.83  -1.578
C  0.15  -0.37  5.32  1.877
C  -0.68  -1.59  5.72  -2.094
C  -0.47  0.88  5.97  -1.587
C  0.20  -0.17  3.82  0.207
C  0.91  0.90  3.26  -0.903
C  0.98  1.05  1.90  -0.648
N  0.39  0.19  1.06  0.463
C  -0.31  -0.84  1.55  -0.386
C  -0.42  -1.04  2.92  0.111
C  -0.88  -1.73  0.53  -0.050
C  -1.70  -2.81  0.81  -0.300
C  -2.17  -3.63  -0.21  0.339
C  -1.75  -3.31  -1.50  -0.569
C  -0.92  -2.22  -1.71  -0.636
N  -0.51  -1.43  -0.73  -0.399
C  -3.06  -4.82  0.11  1.851
C  -3.58  -5.50  -1.16  -2.090
C  -2.22  -5.83  0.90  -1.545
C  -4.26  -4.36  0.94  -1.589
H  1.58  -0.73  6.91  0.454
H  2.20  0.33  5.64  0.355
H  2.06  -1.41  5.35  0.373
H  -0.68  -1.69  6.81  0.418
H  -0.26  -2.52  5.32  0.433
H  -1.72  -1.50  5.40  0.437
H  -0.55  0.73  7.04  0.468
H  -1.47  1.06  5.58  0.376
H  0.14  1.77  5.80  0.334
H  1.41  1.62  3.89  0.511
H  1.53  1.87  1.46  0.680
H  -0.98  -1.88  3.28  0.632
H  -1.97  -3.02  1.84  0.498
H  -2.04  -3.91  -2.35  0.512
H  -0.58  -1.98  -2.70  0.580
H  -2.77  -5.92  -1.76  0.403
H  -4.16  -4.81  -1.78  0.443
H  -4.24  -6.32  -0.88  0.425
H  -1.33  -6.13  0.34  0.381
H  -2.81  -6.72  1.11  0.448
H  -1.89  -5.41  1.86  0.355
H  -4.84  -3.61  0.41  0.371
H  -3.96  -3.94  1.91  0.329
H  -4.91  -5.21  1.14  0.475
Cl  -1.09  4.77  -2.66  -0.167
C  -1.02  4.30  -1.21  -0.031
C  -1.71  4.10  0.12  -0.275
C  -2.66  2.98  -0.07  -1.133
C  -1.95  1.92  -0.53  -0.604
N  -0.59  2.10  -0.63  0.755
C  -0.32  3.46  -0.23  -0.968
H  -1.89  4.95  0.75  0.575
H  -3.73  3.04  0.06  0.478
H  -2.38  0.97  -0.83  0.382
H  0.64  3.77  0.14  0.467
C  5.76  0.31  0.55  -1.578
C  5.19  0.29  -0.88  2.109
C  5.54  -1.02  -1.60  -1.589
C  5.71  1.49  -1.68  -1.582
C  3.72  0.39  -0.78  0.066
N  2.58  0.48  -0.70  -1.103
H  6.85  0.25  0.49  0.412
H  5.40  -0.54  1.13  0.383
H  5.50  1.23  1.07  0.373
H  6.63  -1.07  -1.71  0.420
H  5.09  -1.06  -2.59  0.370
H  5.21  -1.89  -1.03  0.387
H  6.79  1.40  -1.77  0.418
H  5.48  2.43  -1.17  0.384
H  5.28  1.52  -2.68  0.373
C  -1.76  6.16  -2.41  -0.294
C  -2.26  4.00  -3.24  0.224
C  -0.09  3.79  -3.23  -0.488
C  0.49  2.78  -3.78  -0.394
C  -0.68  1.82  -4.19  0.814
C  -2.03  1.94  -4.23  -0.267
C  -2.98  3.09  -3.83  -1.664
S  -0.09  0.15  -4.14  0.175
C  1.11  0.21  -5.46  -1.108
O  0.75  0.12  -2.85  -0.331
H  -0.92  5.30  -3.81  0.575
H  -1.42  6.95  -1.74  0.311
H  -2.64  6.58  -2.90  0.235
H  -0.07  5.50  -2.46  0.559
H  1.52  2.47  -3.72  0.388
H  -2.55  1.06  -4.60  0.412
H  -4.04  3.06  -4.00  0.493
H  1.72  1.11  -5.39  0.323
H  0.55  0.20  -6.39  0.416
H  1.74  -0.68  -5.39  0.412

Entry 3:
C36H47MnN5P2 as an isolated structure. Source: OMol25; level of theory: the ωB97M-V functional and the def2-TZVPD basis.

Results
- 2S+1 = 6
- relative energy (zero: lowest compared OMol25 entry of this formula, charge and spin) (kJ/mol) = 397.2
- E_tot (eV) = -95431.9593
- total charge = 0

Each line ends with the Mulliken charge.
CARTESIAN COORDINATES (ANGSTROEM)
Mn  0.97  0.96  -3.17  -0.289
C  2.62  0.67  -4.17  0.304
C  2.89  1.11  -2.78  -0.571
C  3.24  2.54  -2.43  -1.147
C  2.22  3.51  -3.05  -1.057
C  0.86  2.86  -3.27  0.593
C  0.38  2.23  -4.50  -0.036
C  1.22  2.06  -5.74  -1.072
C  2.65  1.59  -5.38  -1.154
C  -0.82  0.76  -2.39  -1.244
H  2.90  -0.37  -4.39  0.785
H  3.34  0.37  -2.11  0.762
H  4.27  2.75  -2.76  0.440
H  3.25  2.65  -1.33  0.330
H  2.07  4.36  -2.35  0.439
H  2.64  3.94  -3.97  0.295
H  0.09  3.19  -2.55  -0.133
H  -0.70  2.31  -4.67  0.535
H  1.27  2.98  -6.34  0.365
H  0.74  1.32  -6.41  0.376
H  3.04  1.02  -6.24  0.411
H  3.36  2.43  -5.25  0.267
H  -1.18  -0.20  -2.82  0.399
H  -1.48  1.56  -2.75  0.436
H  -0.81  0.70  -1.29  -0.158
P  -0.97  1.50  1.41  -0.267
P  0.71  -1.84  0.76  1.174
N  -1.10  3.05  0.58  0.763
N  -1.03  2.42  3.00  0.710
N  1.38  -2.33  -0.85  0.451
N  1.65  -2.98  1.63  0.562
C  0.81  1.22  1.04  0.012
C  1.48  -0.20  1.04  -1.613
C  -2.02  3.35  -0.43  -0.410
C  -1.79  4.64  -0.88  -0.968
C  -0.68  5.15  -0.14  -0.655
C  -0.25  4.15  0.72  -0.414
C  -2.24  2.91  3.54  -0.687
C  -1.96  3.68  4.67  -0.670
C  -0.54  3.68  4.83  -0.673
C  0.00  2.93  3.79  -0.353
C  1.35  -1.49  -1.98  0.869
C  1.42  -2.26  -3.12  -0.505
C  1.46  -3.63  -2.71  -1.457
C  1.48  -3.66  -1.33  -0.564
C  2.91  -3.49  1.29  -0.521
C  3.22  -4.53  2.15  -0.746
C  2.13  -4.63  3.09  -0.740
C  1.20  -3.68  2.76  -0.362
H  1.35  1.85  1.77  0.733
H  0.99  1.70  0.05  -0.447
H  2.31  -0.12  0.30  0.391
H  1.98  -0.33  2.01  0.796
H  -2.76  2.61  -0.70  0.510
H  -2.34  5.15  -1.66  0.428
H  -0.23  6.14  -0.22  0.482
H  0.54  4.15  1.44  0.442
H  -3.19  2.68  3.07  0.482
H  -2.68  4.16  5.32  0.436
H  0.03  4.17  5.62  0.441
H  1.03  2.70  3.57  0.453
H  1.27  -0.38  -1.83  -0.330
H  1.42  -1.85  -4.14  0.509
H  1.47  -4.47  -3.39  0.401
H  1.62  -4.50  -0.65  0.453
H  3.46  -3.08  0.45  0.507
H  4.11  -5.14  2.11  0.442
H  2.05  -5.35  3.89  0.440
H  0.24  -3.43  3.20  0.282
C  -4.49  -1.99  2.58  -1.019
N  -3.30  -1.85  3.40  0.145
C  -3.56  -1.04  4.56  -0.914
C  -2.02  -1.63  2.74  0.075
C  -1.69  -2.76  1.80  -1.153
C  -2.16  -4.04  2.04  0.235
C  -2.14  -4.99  1.01  -1.239
C  -1.84  -4.57  -0.29  -0.180
C  -1.32  -3.30  -0.51  -0.926
C  -0.92  -2.53  0.62  0.539
H  -5.24  -2.52  3.19  0.348
H  -4.30  -2.58  1.67  0.288
H  -4.92  -1.01  2.29  0.307
H  -2.66  -0.99  5.19  0.280
H  -3.88  -0.01  4.30  0.245
H  -4.38  -1.52  5.13  0.358
H  -2.01  -0.65  2.19  -0.094
H  -1.25  -1.56  3.52  0.312
H  -2.56  -4.27  3.03  0.464
H  -2.42  -6.02  1.22  0.390
H  -2.02  -5.24  -1.14  0.404
H  -1.22  -2.89  -1.52  0.471

no.,F_max (eV/A)
1,2.677
2,6.469
3,4.024